Entry 1:
{
  "formula": "C32H62ClIN6O5PS",
  "method": "ωB97M-V with the def2-TZVPD basis set",
  "homo_ev": -10.0,
  "charge": 1,
  "lumo_ha": -0.1571,
  "max_force_ev_per_a": 2.3,
  "homo_lumo_gap_ev": 5.74,
  "elements": ["C", "C", "N", "C", "N", "C", "C", "C", "O", "C", "C", "C", "C", "C", "C", "C", "P", "S", "N", "C", "N", "C", "Cl", "C", "C", "C", "I", "C", "C", "H", "H", "H", "H", "H", "H", "H", "H", "H", "H", "H", "H", "H", "H", "H", "H", "H", "H", "H", "H", "H", "H", "H", "H", "H", "H", "H", "H", "H", "H", "H", "H", "C", "O", "C", "C", "N", "C", "C", "O", "C", "H", "H", "H", "H", "H", "H", "H", "H", "H", "H", "H", "H", "H", "H", "H", "C", "O", "C", "C", "N", "C", "C", "O", "C", "H", "H", "H", "H", "H", "H", "H", "H", "H", "H", "H", "H", "H", "H", "H"],
  "positions_angstrom": [[3.79038, 2.58966, -0.87125], [4.11999, 1.80194, -0.01420], [4.50101, 0.92784, 0.98207], [3.49202, 0.71182, 1.97672], [3.67359, 1.34445, 3.23907], [4.60852, 0.59473, 4.13303], [4.19766, 0.70583, 5.66303], [4.33354, -0.69209, 6.35169], [2.89289, 1.26345, 5.72934], [2.53269, 1.64689, 7.06465], [1.93462, 3.06255, 6.99121], [2.55900, 4.08970, 7.71485], [2.06831, 5.40178, 7.63916], [0.96503, 5.69653, 6.84334], [0.31207, 4.68081, 6.12180], [0.81933, 3.37770, 6.21084], [4.17874, 3.01221, 3.04216], [4.37646, 4.02161, 4.66329], [2.41806, 0.04180, 1.72677], [2.16651, -0.58058, 0.39891], [2.11659, -2.04796, 0.60911], [1.33142, -0.16568, 2.72103], [1.84520, -1.16935, 4.10889], [0.63966, 1.16230, 3.13864], [0.18859, 2.01821, 1.92256], [5.29639, -0.24017, 0.56800], [7.07361, -0.58671, 1.81648], [5.83694, -0.18038, -0.89509], [4.83258, -0.68650, -1.97599], [3.36954, 3.39815, -1.45165], [5.65037, 0.96951, 4.07552], [4.60836, -0.46034, 3.81288], [4.86986, 1.41416, 6.19068], [5.00194, -0.57156, 7.22300], [4.84191, -1.41793, 5.68458], [3.37066, -1.14506, 6.63444], [1.75510, 0.94589, 7.43923], [3.36886, 1.60940, 7.78466], [3.44181, 3.84116, 8.31358], [2.60843, 6.16024, 8.21858], [0.57530, 6.71568, 6.75600], [-0.54401, 4.94099, 5.49035], [0.30736, 2.60043, 5.63156], [3.23977, 3.57684, 2.13448], [5.42531, 3.04295, 2.35259], [2.89985, -0.35235, -0.37872], [1.13399, -0.30303, 0.11730], [1.15477, -2.34890, 0.74493], [2.61338, -2.29595, 1.46456], [0.53561, -0.75102, 2.23049], [-0.25074, 0.84491, 3.71749], [1.26256, 1.74786, 3.83480], [-0.64958, 1.51290, 1.41176], [-0.10739, 3.03064, 2.24752], [1.05296, 2.16580, 1.24219], [4.73262, -1.19024, 0.64320], [6.68493, -0.88948, -0.90884], [6.29849, 0.79553, -1.13593], [5.43338, -1.21481, -2.74290], [4.36955, 0.16230, -2.50708], [4.10055, -1.42542, -1.60909], [-3.37776, 0.14305, -3.05195], [-2.71949, 0.18926, -4.30555], [-2.71206, 1.48512, -4.89966], [-1.30628, 2.05820, -4.91171], [-0.85934, 2.38949, -3.56079], [0.56374, 2.69982, -3.46424], [1.55962, 1.58870, -3.80253], [1.55611, 0.50627, -2.88128], [0.56838, -0.48784, -3.13569], [-3.46974, -0.90200, -2.76018], [-2.80062, 0.66709, -2.28182], [-4.38147, 0.57103, -3.12005], [-3.41404, 2.16331, -4.40546], [-3.04215, 1.35996, -5.93427], [-1.29002, 2.96199, -5.52707], [-0.65051, 1.31288, -5.37841], [-1.05574, 1.60613, -2.95131], [0.74560, 3.00545, -2.42822], [0.77702, 3.57131, -4.09116], [2.56147, 2.02565, -3.73818], [1.45688, 1.22496, -4.82968], [0.35324, -0.59896, -4.19962], [-0.34699, -0.25949, -2.58333], [0.94429, -1.44153, -2.75885], [-9.26763, -5.37516, -3.50168], [-8.60910, -5.31931, -4.75473], [-8.60018, -4.02066, -5.33904], [-7.19492, -3.44426, -5.34833], [-6.74579, -3.11772, -3.99760], [-5.32193, -2.80350, -3.90460], [-4.32370, -3.90995, -4.24960], [-4.31969, -4.99243, -3.33389], [-5.29782, -5.99068, -3.58087], [-9.36029, -6.42317, -3.21918], [-8.69309, -4.85829, -2.72630], [-10.27129, -4.94566, -3.56541], [-9.30273, -3.34572, -4.84054], [-8.93019, -4.13993, -6.37484], [-7.18213, -2.53665, -5.95913], [-6.53801, -4.18540, -5.81992], [-6.93795, -3.90399, -3.39037], [-5.13870, -2.50161, -2.86915], [-5.11299, -1.92839, -4.52932], [-3.32339, -3.46952, -4.18702], [-4.42939, -4.26942, -5.27890], [-5.51736, -6.10219, -4.64498], [-6.21395, -5.77678, -3.02533], [-4.90837, -6.93892, -3.20833]]
}

Entry 2:
{
  "formula": "HIN3P3",
  "method": "ωB97M-V with the def2-TZVPD basis set",
  "homo_ev": -8.6,
  "charge": 0,
  "lumo_ha": -0.0608,
  "max_force_ev_per_a": 2.6,
  "homo_lumo_gap_ev": 6.96,
  "elements": ["N", "N", "N", "P", "P", "P", "I", "H"],
  "positions_angstrom": [[0.06503, -1.82538, -0.70167], [0.21061, 0.67296, -1.38619], [-0.20634, -0.72264, 1.39589], [-0.78673, -1.98220, 0.67515], [0.51761, -0.84696, -1.84568], [-0.22446, 2.08721, -0.89171], [-0.81187, 0.01490, 3.18525], [1.23615, 2.60211, -0.43104]]
}

Entry 3:
{
  "formula": "C8H16BCrF4NO4Ti",
  "method": "ωB97M-V with the def2-TZVPD basis set",
  "homo_ev": [-10.3, -13.3],
  "s_squared": 15.76,
  "charge": 1,
  "lumo_ha": [-0.1887, -0.1949],
  "multiplicity": 8,
  "max_force_ev_per_a": 3.1,
  "homo_lumo_gap_ev": [5.16, 7.96],
  "elements": ["Ti", "Cr", "B", "F", "F", "F", "F", "C", "C", "C", "O", "H", "H", "H", "H", "H", "H", "H", "C", "O", "C", "O", "O", "C", "H", "H", "H", "H", "H", "H", "C", "C", "N", "H", "H", "H"],
  "positions_angstrom": [[1.58776, -2.62915, 0.28609], [-0.35939, -0.16391, -2.29788], [1.78482, 0.12148, 0.45604], [1.29914, 0.20300, -0.83464], [3.04375, -0.50188, 0.46387], [1.79017, 1.30420, 1.14131], [0.92351, -0.77793, 1.19296], [-0.66697, -4.46481, -0.74666], [-1.11735, -3.02257, -0.74749], [-1.70883, -2.54695, 0.58743], [-0.18248, -2.08821, -1.21057], [-1.42838, -5.16304, -0.41384], [0.24911, -4.54172, -0.10264], [-0.31457, -4.77043, -1.73329], [-1.99669, -2.93402, -1.40498], [-2.25037, -1.62053, 0.38530], [-0.93266, -2.22126, 1.29656], [-2.39701, -3.22955, 1.08376], [-3.49798, 2.13342, -2.96885], [-3.09954, 2.84962, -1.78775], [-2.23590, 2.28682, -0.98088], [-1.65590, 1.23214, -1.17848], [-2.14266, 3.01124, 0.10102], [-1.37792, 2.44457, 1.16586], [-4.39881, 2.60622, -3.33421], [-3.59620, 1.07415, -2.73883], [-2.70121, 2.21213, -3.71224], [-1.73111, 1.45059, 1.44229], [-1.29872, 3.13082, 1.99806], [-0.35635, 2.25554, 0.82579], [5.17352, 1.54498, 2.16325], [5.06071, 2.97838, 2.47847], [4.97265, 4.08468, 2.77624], [6.11181, 1.44308, 1.62453], [4.26927, 1.30117, 1.61509], [5.18079, 1.00773, 3.10934]]
}